[1]
The following is a quantum chemistry calculation of a cluster of 3 separate species, C3H13N3O2 in total at a distorted geometry, from the OMol25 dataset.

Calculated values
- Electronic energy: -11878.756 eV
- Net charge: +1
- Orbital gap (spin up / spin down): 0.372 / 0.211 hartree
- 2S+1: 2
- Energy relative to the best compared isomer or geometry (same formula, charge and spin): 0.0 kcal/mol

XYZ file:
```
21
Properties=species:S:1:pos:R:3:lowdin_charge:R:1
C -1.330 -0.824 -0.789 -0.065
C -0.695 0.569 -0.675 -0.178
N 0.509 0.308 0.167 0.126
C 1.284 1.339 0.590 -0.451
N 0.742 2.557 0.760 0.218
N 2.488 1.001 1.009 0.305
H -1.616 -1.244 0.147 0.079
H -2.244 -0.797 -1.387 0.088
H -0.654 -1.486 -1.337 0.088
H -1.427 1.185 -0.176 0.097
H -0.341 0.908 -1.647 0.142
H 1.092 -0.405 -0.265 0.160
H -0.245 2.628 0.547 0.111
H 0.919 3.007 1.654 0.146
H 3.173 1.743 1.162 0.113
H -4.008 2.647 -1.423 0.047
H -4.163 1.362 -0.531 0.029
O -3.954 2.296 -0.525 -0.055
H 3.415 -6.199 1.375 0.037
H 3.883 -4.971 0.702 0.030
O 3.173 -5.622 0.640 -0.068
```


[2]
The following is a quantum chemistry calculation of a structure of composition C19H25NO2 at a distorted geometry, from the OMol25 dataset.

Calculated values
- Electronic energy: -25675.892 eV
- Orbital gap: 0.283 hartree
- 2S+1: 1
- Energy relative to the best compared isomer or geometry (same formula, charge and spin): 449.1 kcal/mol

XYZ file:
```
47
Properties=species:S:1:pos:R:3:lowdin_charge:R:1
C -3.280 -2.414 1.332 -0.111
C -2.115 -2.029 2.307 -0.275
C -0.845 -1.459 1.566 -0.121
C 0.262 -1.226 2.744 -0.071
N 1.433 -0.295 2.369 -0.242
C 1.993 0.181 3.412 -0.196
H 2.623 0.832 3.041 0.055
H 2.691 -0.544 3.961 0.140
H 1.464 0.729 3.935 0.032
C 2.218 -1.091 1.356 -0.044
C 1.660 -1.648 -0.134 -0.072
C 1.886 -2.850 -0.529 0.021
C 1.341 -2.956 -1.687 -0.314
O 1.304 -4.241 -2.397 -0.108
O 0.786 -2.083 -2.531 0.151
C 0.426 -0.908 -2.020 -0.088
C -0.146 0.200 -2.798 0.031
C -0.310 1.389 -2.440 -0.218
C 0.302 1.829 -1.382 -0.170
C 0.741 0.788 -0.446 0.078
C 1.108 -0.486 -0.779 -0.091
H 1.060 0.973 0.546 0.098
C 0.018 3.120 -0.827 -0.197
C -0.374 4.078 -1.873 -0.334
C -1.076 3.600 -2.869 -0.377
C -0.862 2.441 -3.512 -0.128
H -1.721 2.015 -3.820 0.090
H -0.072 2.597 -4.357 0.182
H -1.739 4.330 -3.413 0.143
H -2.290 3.463 -2.115 0.222
H -0.429 5.115 -1.536 0.129
H 0.807 4.338 -2.418 0.202
H 0.923 3.500 -0.222 0.144
H -0.782 3.266 0.080 0.177
H -0.424 -0.222 -3.803 0.158
H 2.211 -3.620 -0.154 0.079
H 3.246 -0.443 1.148 0.184
H 2.342 -2.142 1.777 0.112
H 0.637 -2.303 3.082 0.152
H -0.250 -0.961 3.565 0.051
H -0.694 -2.133 0.954 0.014
H -1.336 -0.788 1.278 -0.011
H -1.836 -3.152 2.971 0.166
H -2.520 -1.446 3.297 0.137
H -2.740 -3.235 0.619 0.139
H -4.080 -2.713 1.809 -0.014
H -3.564 -1.398 0.912 0.093
```


[3]
The following is a quantum chemistry calculation of a structure of composition C34H55N4OP2PdS at a distorted geometry, from the OMol25 dataset.

Calculated values
- Electronic energy: -77021.457 eV
- Net charge: +3
- Orbital gap (spin up / spin down): 0.249 / 0.181 hartree
- 2S+1: 5
- Energy relative to the best compared isomer or geometry (same formula, charge and spin): 41.3 kcal/mol

XYZ file:
```
98
Properties=species:S:1:pos:R:3:lowdin_charge:R:1
C -1.773 -1.437 -2.332 -0.292
C 0.603 -1.621 -2.436 -0.303
C -1.923 -2.286 -3.419 0.024
C 0.505 -2.548 -3.488 0.004
C -0.767 -2.871 -3.970 0.015
H -2.959 -2.516 -3.705 0.141
H 1.377 -2.963 -3.954 0.125
H -0.876 -3.659 -4.714 0.134
N -0.556 -1.304 -1.770 0.025
P -2.731 -0.054 -0.107 1.071
P 2.381 -0.389 -0.470 1.287
C -2.934 -0.547 -1.864 -0.228
H -2.891 0.382 -2.475 0.107
H -3.940 -0.947 -2.092 0.088
C -0.119 0.676 1.961 -0.755
O 0.582 1.643 2.184 -0.075
C 1.823 -0.821 -2.201 -0.225
H 2.700 -1.159 -2.777 0.120
C 3.933 0.697 -0.997 -0.619
C 2.787 -1.720 0.984 -0.603
C -3.395 1.714 0.009 -0.664
C -3.871 -1.326 0.685 -0.662
C 3.545 2.093 -0.480 -0.090
H 3.339 2.083 0.605 0.088
H 4.402 2.759 -0.664 0.108
H 2.671 2.492 -1.002 0.060
C 5.256 0.303 -0.346 -0.092
H 5.224 0.295 0.754 0.075
H 5.645 -0.654 -0.742 0.090
H 5.985 1.090 -0.637 0.118
C 4.231 0.723 -2.518 -0.060
H 4.792 1.648 -2.717 0.117
H 4.880 -0.104 -2.839 0.105
H 3.330 0.728 -3.143 0.039
C 3.118 -0.876 2.235 -0.069
H 2.247 -0.289 2.565 0.051
H 3.424 -1.546 3.054 0.115
H 3.946 -0.187 2.046 0.067
C 1.536 -2.600 1.246 -0.093
H 0.705 -1.974 1.620 0.016
H 1.212 -3.141 0.327 0.093
H 1.753 -3.344 2.045 0.115
C 3.981 -2.593 0.551 -0.060
H 4.923 -2.011 0.472 0.071
H 4.128 -3.356 1.334 0.114
H 3.790 -3.121 -0.405 0.102
C -4.452 -0.771 1.996 -0.094
H -4.943 -1.613 2.512 0.108
H -3.675 -0.369 2.664 0.040
H -5.223 -0.010 1.805 0.081
C -3.020 -2.577 1.004 -0.092
H -2.453 -2.937 0.130 0.078
H -2.320 -2.393 1.837 0.047
H -3.712 -3.383 1.310 0.109
C -5.063 -1.764 -0.209 -0.071
H -5.831 -2.226 0.446 0.114
H -5.545 -0.911 -0.718 0.080
H -4.758 -2.529 -0.950 0.095
C -2.480 2.617 -0.859 -0.099
H -2.569 2.407 -1.938 0.081
H -2.756 3.678 -0.698 0.108
H -1.416 2.495 -0.585 0.039
C -3.268 2.180 1.480 -0.077
H -2.315 1.810 1.936 0.039
H -3.267 3.294 1.509 0.112
H -4.118 1.811 2.074 0.076
C -4.837 1.783 -0.504 -0.063
H -4.959 1.291 -1.484 0.087
H -5.549 1.347 0.209 0.081
H -5.118 2.841 -0.633 0.111
Pd -0.414 -0.003 0.032 0.742
N 0.466 1.269 -1.435 0.120
C 1.150 0.887 -2.430 -0.252
C 1.184 1.424 -3.815 -0.220
C 0.995 2.817 -3.938 -0.010
C 1.304 0.612 -4.960 -0.010
C 0.777 3.367 -5.221 -0.027
H 1.025 3.446 -3.018 0.130
C 1.069 1.169 -6.242 -0.026
H 1.602 -0.435 -4.841 0.107
C 0.761 2.533 -6.361 -0.028
H 0.602 4.444 -5.341 0.125
H 1.117 0.560 -7.146 0.122
H 0.486 2.958 -7.336 0.130
C 1.132 1.713 6.258 -0.023
N 0.717 1.150 4.977 0.034
C -0.151 0.155 4.832 -0.525
S -0.931 -0.298 3.269 0.995
N -0.555 -0.629 5.849 -0.012
C 0.309 -1.043 6.959 -0.038
H 0.270 1.953 6.904 0.119
H 1.677 2.641 6.039 0.112
H 1.812 1.034 6.791 0.089
H 0.929 1.668 4.120 0.116
H -1.265 -1.308 5.569 0.131
H 0.131 -0.425 7.845 0.103
H 0.062 -2.082 7.214 0.111
H 1.368 -1.006 6.680 0.096
```


[4]
The following is a quantum chemistry calculation of a cluster of 2 separate species, C5H12NO in total at a distorted geometry, from the OMol25 dataset.

Calculated values
- Electronic energy: -8905.171 eV
- Net charge: +1
- Orbital gap (spin up / spin down): 0.386 / 0.258 hartree
- 2S+1: 1
- Energy relative to the best compared isomer or geometry (same formula, charge and spin): 125.9 kcal/mol

XYZ file:
```
19
Properties=species:S:1:pos:R:3:lowdin_charge:R:1
C -1.823 -0.008 -0.256 -0.208
C -1.205 -1.272 0.353 -0.098
C -1.267 1.263 0.186 -0.051
C 0.206 -1.197 -0.180 -0.092
C 0.414 1.124 -0.042 -0.119
N 3.271 0.075 -0.030 0.177
O 0.830 -0.051 0.498 -0.012
H -1.808 -0.070 -1.408 0.168
H -2.888 -0.082 -0.082 0.138
H -1.306 -1.438 1.429 0.148
H -1.678 -2.104 -0.031 0.107
H -1.451 2.039 -0.512 0.113
H -1.509 1.610 1.220 0.150
H 0.786 -2.112 0.025 0.159
H 0.338 -0.968 -1.183 0.114
H 0.599 1.285 -1.094 0.145
H 0.859 1.944 0.517 0.141
H 3.696 -0.792 0.257 0.004
H 3.937 0.755 0.332 0.016
```


[5]
The following is a quantum chemistry calculation of a cluster of 4 separate species, C8H16Br8 in total, from the OMol25 dataset.

Calculated values
- Electronic energy: -568896.093 eV
- Orbital gap: 0.385 hartree
- SMILES: BrCCBr.BrCCBr.BrCCBr.BrCCBr
- 2S+1: 1
- Energy relative to the best compared isomer or geometry (same formula, charge and spin): 2.2 kcal/mol

XYZ file:
```
32
Properties=species:S:1:pos:R:3:lowdin_charge:R:1
Br -5.827 0.203 -6.533 0.622
C -4.284 -0.145 -5.405 -0.717
C -3.798 1.162 -4.828 -0.703
Br -2.145 0.872 -3.837 0.660
H -3.532 -0.582 -6.057 0.049
H -4.558 -0.890 -4.666 0.057
H -4.521 1.576 -4.134 0.055
H -3.541 1.867 -5.608 0.047
Br 0.846 -1.050 -1.825 0.621
C 0.704 0.202 -0.358 -0.764
C -0.207 1.332 -0.776 -0.736
Br -0.400 2.571 0.708 0.624
H 1.682 0.578 -0.075 -0.021
H 0.251 -0.319 0.478 -0.060
H -1.192 0.990 -1.070 0.002
H 0.236 1.921 -1.574 0.048
Br 4.071 0.333 1.268 0.652
C 4.352 0.975 3.074 -0.708
C 3.440 2.172 3.296 -0.715
Br 3.661 2.808 5.120 0.623
H 5.395 1.233 3.207 0.055
H 4.054 0.171 3.740 0.028
H 2.396 1.897 3.188 0.031
H 3.687 2.989 2.628 0.054
Br -1.802 -1.822 1.549 0.672
C -0.821 -3.067 2.637 -0.702
C 0.665 -2.948 2.428 -0.699
Br 1.354 -1.259 3.013 0.681
H -1.168 -4.070 2.399 0.063
H -1.087 -2.869 3.672 0.054
H 0.915 -3.084 1.377 0.059
H 1.175 -3.749 2.962 0.066
```


[6]
The following is a quantum chemistry calculation of a cluster of 3 separate species, C5H8O2 in total, from the OMol25 dataset.

Calculated values
- Electronic energy: -9403.376 eV
- Orbital gap: 0.355 hartree
- 2S+1: 1
- Energy relative to the best compared isomer or geometry (same formula, charge and spin): 148.9 kcal/mol

XYZ file:
```
15
Properties=species:S:1:pos:R:3:lowdin_charge:R:1
C 0.396 -1.342 -0.984 -0.086
C -0.020 -0.177 -1.527 -0.046
O -1.472 0.647 -0.463 -0.042
C -1.174 0.527 0.747 -0.309
C 0.177 1.073 1.187 -0.177
O 1.276 0.392 0.625 -0.107
C 1.202 -0.123 -0.696 -0.266
H -0.363 -1.385 0.340 0.124
H 0.519 -2.375 -1.280 0.112
H -0.405 0.248 -2.440 0.130
H -0.814 -1.037 0.999 0.132
H -1.978 0.372 1.480 0.128
H 0.189 2.139 0.909 0.134
H 0.300 0.990 2.272 0.128
H 2.168 0.052 -1.171 0.143
```